{"formula": "CH2Cl2FN", "method": "ωB97M-V/def2-TZVPD", "species": ["H", "Cl", "H", "N", "F", "Cl", "C"], "coordinates": [[0.344, -1.609, -0.331], [-0.493, 1.874, 0.621], [-0.850, -0.227, -0.897], [0.587, 0.567, 0.373], [-1.070, -0.914, 1.026], [1.854, 0.937, -0.749], [-0.372, -0.628, -0.044]], "forces_ev_per_angstrom": [[-1.79, 2.82, 0.70], [0.04, 0.61, -0.17], [-1.46, -0.12, -0.74], [-0.68, -1.91, 0.62], [-1.11, -0.08, 0.66], [-0.71, -0.26, -0.09], [5.70, -1.05, -0.97]], "e_lumo_ev": 0.17, "homo_lumo_gap_ev": 9.860, "relative_energy_kcal_mol": 63.2, "total_charge": 0, "energy_ev": -30318.857}